(1)
# C2HFO2Rh

C2HFO2Rh as an isolated structure in a non-equilibrium geometry (wB97M-V/def2-TZVPD, the Open Molecules 2025 dataset).

Last column: Löwdin spin population.
Element x y z (Å)
C (0.48, 0.65, -0.17)  0.567
C (-0.68, 1.23, -0.16)  0.264
O (-1.62, 1.97, -0.15)  0.360
O (0.80, -0.72, 0.00)  0.454
H (-0.18, -1.47, 0.17)  0.010
Rh (2.40, 0.23, 0.02)  2.306
F (-1.19, -1.88, 0.29)  0.037

## Properties
Multiplicity   5
Net charge   +1
LUMO level (alpha / beta)   -7.11 / -8.78 eV
Energy   -437.137410 Eh
Highest occupied orbital energy (alpha / beta)   -15.3 / -16.0 eV
Orbital gap (alpha / beta)   8.16 / 7.26 eV



(2)
# C2HFOTb

C2HFOTb as an isolated structure in a non-equilibrium geometry (wB97M-V/def2-TZVPD, the Open Molecules 2025 dataset).

Last column: Löwdin spin population.
Element x y z (Å)
H (1.15, -2.70, 0.28)  0.001
O (1.64, -1.90, 0.04)  -0.164
C (0.13, 0.12, 0.10)  -0.380
C (0.89, -0.84, 0.20)  -0.293
Tb (-1.09, 2.13, -0.58)  6.807
F (-2.72, 3.19, -0.04)  0.029

## Properties
Multiplicity   7
Net charge   +1
LUMO level (alpha / beta)   -8.20 / -4.70 eV
Energy   -1075.962308 Eh
Highest occupied orbital energy (alpha / beta)   -13.3 / -12.0 eV
Orbital gap (alpha / beta)   5.08 / 7.27 eV



(3)
# C2HI5

C2HI5 as an isolated structure in a non-equilibrium geometry (wB97M-V/def2-TZVPD, the Open Molecules 2025 dataset).

Last column: natural (NBO) charge in e.
Element x y z (Å)
C (0.84, -0.94, -0.42)  -0.570
C (-0.86, 0.70, 0.17)  -0.857
I (1.09, -1.97, 1.45)  0.285
I (2.21, 0.52, -1.11)  0.229
I (-2.47, -0.69, 0.44)  0.221
I (-0.03, 1.36, 2.03)  0.224
I (-1.01, 2.16, -1.32)  0.291
H (0.22, -1.15, -1.24)  0.176

## Properties
LUMO level (alpha / beta)   -1.24 / -1.21 eV
Energy   -1565.135230 Eh
Highest occupied orbital energy (alpha / beta)   -8.3 / -8.3 eV
Orbital gap (alpha / beta)   7.05 / 7.07 eV



(4)
# C2HIN2O2

A 2-piece molecular cluster, C2HIN2O2 overall in a non-equilibrium geometry (wB97M-V/def2-TZVPD, the Open Molecules 2025 dataset).

Last column: natural (NBO) charge in e.
Element x y z (Å)
C (1.06, -1.42, -1.13)  0.171
C (0.09, -0.95, -0.17)  -0.391
N (1.60, -1.82, -2.04)  -0.220
N (0.64, -1.18, 1.26)  0.501
O (0.80, -0.09, 1.80)  -0.346
O (0.84, -2.32, 1.64)  -0.325
I (-1.71, -2.07, -0.50)  0.268
H (0.06, 0.50, -0.22)  0.342

## Properties
LUMO level   -1.35 eV
Energy   -634.313859 Eh
Highest occupied orbital energy   -10.7 eV
Orbital gap   9.38 eV



(5)
# C2HIS

A 2-piece molecular cluster, C2HIS overall in a non-equilibrium geometry (wB97M-V/def2-TZVPD, the Open Molecules 2025 dataset).

Last column: Löwdin spin population.
Element x y z (Å)
C (0.38, -0.02, -0.24)  0.321
C (0.16, 1.15, -0.57)  0.131
S (-0.10, 2.66, -1.07)  0.549
I (-0.78, -2.88, 1.59)  0.972
H (0.34, -0.92, 0.28)  0.028

## Properties
Multiplicity   3
LUMO level (alpha / beta)   0.80 / -3.69 eV
Energy   -772.552520 Eh
Highest occupied orbital energy (alpha / beta)   -9.2 / -8.8 eV
Orbital gap (alpha / beta)   10.01 / 5.16 eV



(6)
# C2HLaO2

C2HLaO2 as an isolated structure in a non-equilibrium geometry (wB97M-V/def2-TZVPD, the Open Molecules 2025 dataset).

Last column: Löwdin spin population.
Element x y z (Å)
O (-2.04, 0.45, 1.04)  0.014
C (-1.21, 0.01, 0.31)  0.019
C (-0.09, 0.08, -0.45)  0.014
O (1.01, -0.62, -0.22)  0.072
H (-0.84, -0.16, -1.37)  0.001
La (3.17, 0.24, 0.69)  0.881

## Properties
Multiplicity   2
Net charge   +1
LUMO level (alpha / beta)   -5.96 / -5.94 eV
Energy   -258.433292 Eh
Highest occupied orbital energy (alpha / beta)   -11.1 / -11.3 eV
Orbital gap (alpha / beta)   5.12 / 5.31 eV